[1]
Here is a 2-piece molecular cluster, C18H9F3N3O2S overall at a distorted geometry from the OMol25 dataset. Energies are from wB97M-V/def2-TZVPD.

Geometry (Å):
C1 -0.0745 2.1271 -0.6730
C2 -0.5539 3.4076 -0.8387
N1 -1.2260 4.3757 -0.9619
C3 1.0017 1.6584 -1.5495
C4 1.5558 0.3430 -1.4462
C5 2.6101 -0.0879 -2.2496
C6 3.0606 0.7094 -3.3370
C7 3.8718 0.0954 -4.3277
N2 4.3468 -0.5408 -5.1730
C8 2.6443 2.0400 -3.3658
C9 1.6891 2.4935 -2.4580
H1 -0.6946 1.3588 -0.2523
H2 1.2208 -0.2732 -0.6232
H3 3.1478 -1.0219 -2.0696
H4 3.0572 2.7176 -4.1263
H5 1.3784 3.5271 -2.4473
F1 -2.0355 2.4002 5.3124
C10 -1.6594 1.4052 4.4384
F2 -0.5935 0.7212 4.9456
F3 -2.6794 0.4921 4.3302
S1 -1.2753 2.0767 2.7031
N3 -1.3834 0.4687 1.8886
C11 -2.5832 -0.2296 1.5059
O1 -3.7378 0.1373 1.6267
C12 -2.0000 -1.5348 0.9734
C13 -0.6030 -1.5086 1.0502
C14 0.2465 -2.5855 0.7752
C15 -0.4189 -3.7055 0.3474
C16 -1.8199 -3.8233 0.5017
C17 -2.6535 -2.7437 0.7303
C18 -0.1905 -0.1625 1.4524
O2 0.8931 0.4027 1.3361
H6 1.3481 -2.5749 0.9016
H7 0.1222 -4.5415 -0.0756
H8 -2.2679 -4.8058 0.3964
H9 -3.7443 -2.8181 0.7593

Computed properties:
Energy relative to the best compared isomer or geometry (same formula, charge and spin), kcal/mol: 39.69
Total charge: -1
HOMO, eV: -3.135
Total energy, eV: -46365.0522
LUMO level, eV: 1.32
Frontier orbital gap, eV: 4.46

[2]
Here is C24H25BClF2NiO9PSSe2 as an isolated structure at a distorted geometry from the OMol25 dataset. Energies are from wB97M-V/def2-TZVPD.

Geometry (Å):
Ni1 0.4707 0.5322 0.3196
Se1 -0.1694 1.2792 2.6114
P1 -1.4597 -0.4552 2.3977
Se2 -1.3948 -1.6450 0.6090
C1 -1.2911 -1.5259 3.8880
C2 -1.4913 -2.8964 3.7965
C3 -1.3183 -3.7069 4.9105
C4 -0.9499 -3.1524 6.1282
C5 -0.7491 -1.7816 6.2242
C6 -0.9158 -0.9735 5.1085
C7 -3.1831 0.1487 2.6574
C8 -4.2290 -0.2885 1.8595
C9 -5.5164 0.1964 2.0582
C10 -5.7682 1.1187 3.0600
C11 -4.7236 1.5603 3.8654
C12 -3.4407 1.0812 3.6615
H1 -1.7487 -3.3258 2.8361
H2 -1.4505 -4.7787 4.8199
H3 -0.7848 -3.7893 6.9898
H4 -0.4391 -1.3425 7.1654
H5 -0.7029 0.0871 5.1650
H6 -4.0232 -0.9952 1.0659
H7 -6.3206 -0.1371 1.4134
H8 -6.7667 1.5177 3.1970
H9 -4.9078 2.2926 4.6429
H10 -2.6211 1.4544 4.2635
C13 0.9754 -1.9405 -3.6877
C14 0.3597 -1.4643 -2.3789
S1 0.9376 0.1816 -1.9112
O1 2.3714 0.2549 -2.3403
C15 0.0374 1.1622 -3.1177
C16 0.4966 2.6102 -3.0454
H11 1.0241 -3.0298 -3.7063
H12 1.9899 -1.5473 -3.7717
H13 0.4021 -1.6067 -4.5538
H14 0.6618 -2.0834 -1.5332
H15 -0.7300 -1.4105 -2.3931
H16 -1.0268 1.0597 -2.8914
H17 0.2700 0.7154 -4.0872
H18 0.1679 3.0698 -2.1157
H19 0.0682 3.1779 -3.8732
H20 1.5843 2.6620 -3.0968
F1 2.8480 1.7073 1.3192
B1 1.8314 1.8127 0.4600
F2 1.9284 2.9007 -0.3253
O2 1.5567 -1.9352 2.7302
C17 2.0956 -1.8749 1.6181
O3 1.8096 -1.1388 0.6378
C18 3.2653 -2.8374 1.3610
C19 3.8159 -2.9616 0.0915
C20 4.8913 -3.8224 -0.1623
C21 5.3755 -4.5332 0.9074
O4 6.4244 -5.4396 0.9303
C22 6.5841 -5.7982 2.2980
O5 5.5240 -5.2323 3.0494
C23 4.8338 -4.4106 2.1663
C24 3.7750 -3.5823 2.4308
H21 3.3969 -2.3487 -0.6970
H22 5.3322 -3.9156 -1.1464
H23 7.5434 -5.4150 2.6663
H24 6.5601 -6.8871 2.3917
H25 3.3267 -3.4781 3.4099
O6 -3.2142 1.7692 -2.1077
Cl1 -2.6970 2.3273 -0.8645
O7 -2.1031 3.6232 -1.1336
O8 -3.7686 2.4621 0.0926
O9 -1.6742 1.4239 -0.3374

Computed properties:
Energy relative to the best compared isomer or geometry (same formula, charge and spin), kcal/mol: 36.26
Total charge: -2
HOMO (spin up / spin down), eV: -1.799 / -1.794
Total energy, eV: -254213.5337
LUMO level (spin up / spin down), eV: 4.06 / 4.06
Frontier orbital gap (spin up / spin down), eV: 5.86 / 5.85

[3]
Here is C45H116AsF6N8O11 as an isolated structure at a distorted geometry from the OMol25 dataset. Energies are from wB97M-V/def2-TZVPD.

Geometry (Å):
As1 -0.4872 0.5963 0.1611
F1 -0.9973 -1.0851 -0.2753
F2 -1.6505 1.1784 -1.1612
F3 -0.0260 2.2436 0.6073
F4 0.5083 -0.0300 1.5503
F5 0.8721 0.4474 -1.0462
F6 -1.8421 0.6715 1.3745
C1 0.5513 -3.2009 -5.8136
C2 1.6275 -2.5783 -4.8708
C3 0.9853 -2.0275 -3.5996
C4 0.5379 -3.0575 -2.5387
C5 1.7683 -3.9291 -2.2546
C6 2.4562 -4.6264 -3.4702
N1 2.7086 -3.5453 -4.4901
O1 3.4028 -4.1035 -5.5525
C7 3.8245 -5.3013 -2.9578
C8 1.6163 -5.8670 -4.0243
C9 2.2736 -1.3599 -5.6606
H1 -0.2112 -2.4706 -6.0845
H2 -0.0930 -3.9747 -5.3961
H3 1.0010 -3.5651 -6.7372
H4 1.6268 -1.2945 -3.1105
H5 0.1217 -1.4337 -3.8989
H6 -0.3320 -3.6570 -2.8067
H7 0.2010 -2.5061 -1.6609
H8 1.4190 -4.7614 -1.6436
H9 2.5448 -3.4795 -1.6358
H10 3.5544 -6.1094 -2.2780
H11 4.3719 -5.7777 -3.7712
H12 4.5374 -4.6209 -2.4920
H13 1.6470 -6.6789 -3.2977
H14 0.6181 -5.4859 -4.2396
H15 2.0538 -6.3789 -4.8814
H16 1.5811 -0.5506 -5.8918
H17 2.7690 -1.5457 -6.6135
H18 2.9343 -0.8830 -4.9365
H19 2.6789 -4.5575 -5.9900
C10 -6.7869 2.5303 -0.4923
C11 -6.3113 1.1332 -0.7239
C12 -7.2209 0.2166 0.2026
C13 -8.5958 -0.1744 -0.3965
C14 -8.4162 -0.6388 -1.8189
C15 -7.7190 0.2622 -2.8001
N2 -6.4429 0.6971 -2.0940
O2 -5.6008 1.3992 -2.9341
C16 -7.4225 -0.5602 -4.1103
C17 -8.6483 1.4462 -3.1961
C18 -4.8291 1.0477 -0.3362
H20 -6.5277 2.9291 0.4885
H21 -7.8739 2.6118 -0.4832
H22 -6.4596 3.3558 -1.1244
H23 -6.6704 -0.6532 0.5610
H24 -7.5679 0.7519 1.0864
H25 -9.3052 0.6530 -0.3767
H26 -8.9398 -1.0078 0.2160
H27 -9.3087 -1.0851 -2.2575
H28 -7.7943 -1.5236 -1.6828
H29 -8.3565 -0.6849 -4.6583
H30 -6.6515 -0.0138 -4.6535
H31 -6.9666 -1.4964 -3.7883
H32 -7.9958 2.1449 -3.7198
H33 -9.4180 1.1230 -3.8970
H34 -9.0535 1.8277 -2.2589
H35 -4.1641 1.7531 -0.8346
H36 -4.5135 0.0437 -0.6197
H37 -4.6850 1.0883 0.7434
H38 -4.8546 0.8181 -3.0986
C19 2.7516 2.9171 1.9665
O3 2.8119 2.8064 3.3938
H39 2.6394 1.9239 1.5315
H40 1.9416 3.5831 1.6694
H41 3.6440 3.3939 1.5611
H42 3.2448 1.9690 3.5754
C20 -3.0153 -1.5165 -2.7209
O4 -3.4664 -1.9488 -4.0160
H43 -2.4254 -0.6015 -2.7730
H44 -3.8842 -1.3591 -2.0819
H45 -2.4569 -2.3256 -2.2500
H46 -3.4367 -1.2051 -4.6224
C21 -2.3971 4.2954 -1.0577
O5 -2.0351 5.6906 -1.3120
H47 -2.1738 4.0673 -0.0155
H48 -3.4756 4.1384 -1.0717
H49 -2.0066 3.5551 -1.7559
H50 -2.3245 6.2019 -0.5528
C22 -0.5162 -4.8451 3.4623
C23 0.3991 -3.6027 3.2666
C24 1.3502 -3.6400 1.9952
O6 2.2911 -4.6563 2.0836
C25 3.6329 -4.2515 2.1355
N3 -0.5917 -2.4889 3.0642
H51 0.0798 -5.7020 3.1482
H52 -1.3233 -4.7578 2.7349
H53 -0.9398 -4.7995 4.4656
H54 0.9548 -3.3706 4.1751
H55 1.8063 -2.6595 1.8580
H56 0.8443 -3.7844 1.0405
H57 3.9850 -3.8418 3.0822
H58 3.9919 -3.5927 1.3448
H59 4.2277 -5.1411 1.9284
H60 -0.2730 -1.5639 2.8134
H61 -1.1519 -2.7566 2.2676
C26 7.8874 0.7642 -0.0654
C27 7.0840 1.5563 -1.0672
C28 5.5227 1.2433 -0.9142
O7 5.3077 -0.1400 -1.0632
C29 3.9748 -0.3895 -0.6181
N4 7.3477 2.9594 -0.9990
H62 7.8708 -0.3153 -0.2152
H63 7.3577 1.0787 0.8338
H64 8.9260 1.0805 0.0309
H65 7.2993 1.3185 -2.1089
H66 4.9597 1.8639 -1.6113
H67 5.3198 1.5944 0.0976
H68 3.2449 0.1549 -1.2172
H69 3.8875 -0.1910 0.4502
H70 3.5942 -1.4093 -0.6746
H71 8.3008 3.1625 -1.2648
H72 6.8581 3.3693 -1.7816
C30 7.2822 2.3893 4.6340
C31 5.8031 2.1194 4.3639
C32 5.4311 0.6349 4.1130
O8 4.0501 0.5119 3.7748
C33 3.7967 -0.8654 3.5194
N5 5.0305 2.4971 5.5274
H73 7.6692 1.8311 5.4865
H74 7.4469 3.4620 4.7362
H75 7.8675 2.1512 3.7458
H76 5.5680 2.7364 3.4966
H77 5.6518 -0.0063 4.9664
H78 6.0819 0.3046 3.3034
H79 2.7340 -0.9114 3.2813
H80 3.9871 -1.5403 4.3539
H81 4.3740 -1.1449 2.6381
H82 4.7426 1.6401 5.9778
H83 5.6247 2.8044 6.2841
C34 -5.3636 -0.7090 3.3716
C35 -4.1755 -1.6835 3.2405
C36 -3.8656 -2.2164 1.8057
O9 -3.0761 -3.4455 1.9752
C37 -2.8519 -4.0712 0.6519
N6 -2.9910 -0.9445 3.7092
H84 -6.2924 -1.0173 2.8915
H85 -5.1296 0.2728 2.9600
H86 -5.6759 -0.6739 4.4153
H87 -4.4087 -2.4969 3.9276
H88 -3.3957 -1.4574 1.1804
H89 -4.8245 -2.5378 1.3991
H90 -2.5447 -5.0954 0.8634
H91 -2.0169 -3.5792 0.1529
H92 -3.6655 -4.0872 -0.0733
H93 -2.2510 -1.6174 3.8498
H94 -2.6786 -0.2710 3.0245
C38 1.9833 6.1798 -2.4698
C39 1.4517 4.8546 -2.0138
C40 2.5098 3.7303 -2.0473
O10 2.9843 3.4797 -3.3508
C41 2.4194 2.3041 -3.9288
N7 0.8142 4.9562 -0.6861
H95 1.1632 6.8969 -2.5068
H96 2.3333 6.2552 -3.4993
H97 2.6527 6.5656 -1.7010
H98 0.6124 4.5685 -2.6478
H99 1.8997 2.9335 -1.6219
H100 3.3450 3.9653 -1.3876
H101 3.0753 2.1057 -4.7765
H102 1.3570 2.3834 -4.1591
H103 2.5964 1.4942 -3.2211
H104 -0.0293 5.5023 -0.7879
H105 0.4107 4.1084 -0.3138
C42 -0.2725 0.4947 5.3522
C43 0.3944 1.7014 4.7753
C44 -0.6134 2.6409 4.0871
O11 0.1707 3.6768 3.4576
C45 -0.5558 4.7871 2.9074
N8 1.0668 2.3677 5.9057
H106 -0.7437 0.0249 4.4888
H107 -0.9788 0.7939 6.1266
H108 0.4058 -0.2199 5.8186
H109 1.0004 1.3839 3.9267
H110 -1.3294 3.1916 4.6972
H111 -1.1454 2.1319 3.2833
H112 -1.1560 4.3753 2.0961
H113 0.0050 5.5822 2.4161
H114 -1.2989 5.1730 3.6053
H115 1.5856 1.5677 6.2387
H116 0.4531 2.5385 6.6895

Computed properties:
HOMO (spin up / spin down), eV: -7.700 / -7.700
Total energy, eV: -160123.3375
LUMO level (spin up / spin down), eV: -0.77 / -5.07
Expectation value of S²: 0.754
Frontier orbital gap (spin up / spin down), eV: 6.93 / 2.64
Multiplicity: 2

> total energy of number 1 (C18H9F3N3O2S)?

-46365.0522 eV

Repeat the first record exactly.
Here is a 2-piece molecular cluster, C18H9F3N3O2S overall at a distorted geometry from the OMol25 dataset. Energies are from wB97M-V/def2-TZVPD.

Geometry (Å):
C1 -0.0745 2.1271 -0.6730
C2 -0.5539 3.4076 -0.8387
N1 -1.2260 4.3757 -0.9619
C3 1.0017 1.6584 -1.5495
C4 1.5558 0.3430 -1.4462
C5 2.6101 -0.0879 -2.2496
C6 3.0606 0.7094 -3.3370
C7 3.8718 0.0954 -4.3277
N2 4.3468 -0.5408 -5.1730
C8 2.6443 2.0400 -3.3658
C9 1.6891 2.4935 -2.4580
H1 -0.6946 1.3588 -0.2523
H2 1.2208 -0.2732 -0.6232
H3 3.1478 -1.0219 -2.0696
H4 3.0572 2.7176 -4.1263
H5 1.3784 3.5271 -2.4473
F1 -2.0355 2.4002 5.3124
C10 -1.6594 1.4052 4.4384
F2 -0.5935 0.7212 4.9456
F3 -2.6794 0.4921 4.3302
S1 -1.2753 2.0767 2.7031
N3 -1.3834 0.4687 1.8886
C11 -2.5832 -0.2296 1.5059
O1 -3.7378 0.1373 1.6267
C12 -2.0000 -1.5348 0.9734
C13 -0.6030 -1.5086 1.0502
C14 0.2465 -2.5855 0.7752
C15 -0.4189 -3.7055 0.3474
C16 -1.8199 -3.8233 0.5017
C17 -2.6535 -2.7437 0.7303
C18 -0.1905 -0.1625 1.4524
O2 0.8931 0.4027 1.3361
H6 1.3481 -2.5749 0.9016
H7 0.1222 -4.5415 -0.0756
H8 -2.2679 -4.8058 0.3964
H9 -3.7443 -2.8181 0.7593

Computed properties:
Energy relative to the best compared isomer or geometry (same formula, charge and spin), kcal/mol: 39.69
Total charge: -1
HOMO, eV: -3.135
Total energy, eV: -46365.0522
LUMO level, eV: 1.32
Frontier orbital gap, eV: 4.46

> What is the formula in the first record?

C18H9F3N3O2S

> Which value of total energy does entry 1 give?

-46365.0522 eV